(1)
ORCA calculation (wB97M-V/def2-TZVPD) on 8 unconnected molecules or ions with the total composition H16O8.

Cartesian coordinates (Å):
O1 0.59875 0.87696 3.66884
H1 1.05810 1.53145 4.20336
H2 0.96750 0.98304 2.76826
O2 -0.10838 -0.77232 0.04428
H3 0.08957 -0.35268 -0.81271
H4 0.36829 -0.24559 0.69389
O3 1.70769 1.32292 1.12158
H5 1.44814 2.23857 1.29556
H6 2.67076 1.34862 1.06059
O4 1.42144 0.32406 -2.05958
H7 2.19385 0.29569 -1.48490
H8 1.77110 0.13295 -2.93945
O5 -1.73257 -0.71512 -2.67115
H9 -2.60234 -0.30584 -2.69935
H10 -1.67875 -1.09979 -1.78975
O6 -0.59689 -1.70182 3.53784
H11 -1.53971 -1.56499 3.40649
H12 -0.21526 -0.80823 3.52807
O7 -2.47911 -2.31040 -0.13128
H13 -1.62052 -1.87852 0.03192
H14 -2.77406 -2.60348 0.73500
O8 -0.01322 1.89567 -3.91016
H15 0.81230 2.29287 -4.20438
H16 0.25332 1.11600 -3.39295

Atoms 1-2, force components in eV/Å:
O 0.17 0.28 -0.54
H -0.07 -0.13 0.14

Relative energy (zero: lowest compared OMol25 entry of this formula, charge and spin)   51.3 kcal per mole
Electronic energy   -611.500934 Ha
SMILES   O.O.O.O.O.O.O.O
HOMO-LUMO gap   10.3 eV
HOMO   -10.8 eV
Largest force on an atom   0.9 eV/Å

***

(2)
ORCA calculation (wB97M-V/def2-TZVPD) on 8 unconnected molecules or ions with the total composition H16O8.

Cartesian coordinates (Å):
O1 -3.09126 2.96681 -0.89762
H1 -2.20451 3.04574 -1.24929
H2 -2.98270 3.05554 0.04926
O2 1.54466 5.42554 -1.77840
H3 1.95871 4.88962 -1.10195
H4 1.03958 6.07740 -1.29239
O3 -4.14216 -3.82764 0.54474
H5 -3.55736 -3.89413 1.29961
H6 -4.58178 -4.67704 0.50619
O4 1.52973 2.93190 1.87495
H7 1.64188 3.10837 2.80904
H8 2.39367 3.09176 1.49510
O5 0.41960 -0.40136 0.10407
H9 0.53906 0.51707 0.34583
H10 -0.29103 -0.70739 0.66760
O6 -1.92102 -3.65251 3.92746
H11 -1.87393 -2.78186 4.32240
H12 -1.62225 -4.24533 4.61705
O7 2.84240 0.01297 -4.43311
H13 2.38423 0.55879 -3.79405
H14 2.69029 0.44719 -5.27248
O8 2.68566 -4.21211 -0.73424
H15 1.82298 -3.93975 -0.42146
H16 2.77565 -3.78960 -1.58841

Atoms 1-2, force components in eV/Å:
O -0.20 -0.01 -0.09
H 0.23 0.01 -0.15

Relative energy (zero: lowest compared OMol25 entry of this formula, charge and spin)   66.4 kcal per mole
Electronic energy   -611.476866 Ha
SMILES   O.O.O.O.O.O.O.O
HOMO-LUMO gap   11.1 eV
HOMO   -11.2 eV
Largest force on an atom   0.4 eV/Å

***

(3)
ORCA calculation (wB97M-V/def2-TZVPD) on 8 unconnected molecules or ions with the total composition H16O8.

Cartesian coordinates (Å):
O1 3.29304 0.68943 0.25488
H1 3.37612 0.99412 -0.64872
H2 3.12893 1.48444 0.76209
O2 0.51972 0.07585 -0.36604
H3 1.15243 -0.51245 0.04604
H4 -0.33423 -0.28075 -0.12142
O3 -0.30034 2.63195 -0.58289
H5 -0.75083 2.94679 0.20080
H6 -0.03498 1.73856 -0.36455
O4 -1.36326 -1.35230 0.81871
H7 -1.42861 -2.24420 0.47743
H8 -1.15066 -1.46483 1.74519
O5 -2.73608 0.78581 1.62082
H9 -1.96783 0.25197 1.41824
H10 -3.44593 0.38493 1.11917
O6 -3.82005 -1.05887 -0.35768
H11 -2.88276 -1.18367 -0.20884
H12 -4.23440 -1.37052 0.44694
O7 2.92802 -1.93347 0.91439
H13 3.05228 -1.04304 0.58588
H14 3.77188 -2.36202 0.77127
O8 1.38221 1.13225 -2.99236
H15 1.37958 0.49560 -2.27759
H16 0.46581 1.19438 -3.26179

Atoms 1-2, force components in eV/Å:
O 0.22 -0.08 -0.03
H -0.02 0.14 -0.39

Relative energy (zero: lowest compared OMol25 entry of this formula, charge and spin)   56.2 kcal per mole
Electronic energy   -611.493072 Ha
SMILES   O.O.O.O.O.O.O.O
HOMO-LUMO gap   10.4 eV
HOMO   -10.6 eV
Largest force on an atom   1.0 eV/Å

***

(4)
ORCA calculation (wB97M-V/def2-TZVPD) on 8 unconnected molecules or ions with the total composition H16O8 at a distorted geometry.

Cartesian coordinates (Å):
H1 0.77026 0.53341 0.73280
H2 0.24417 1.21216 1.99622
H3 1.17793 -2.85694 -0.63277
H4 0.67843 -2.66732 0.67197
H5 2.37580 0.28922 0.21711
H6 3.16001 -1.09837 -0.04537
H7 -1.78274 0.64984 -2.74458
H8 -1.10053 -0.47612 -1.91243
H9 -2.55055 -3.04243 3.57678
H10 -3.61664 -2.04126 3.34816
H11 2.86056 3.12382 2.30873
H12 2.24249 3.84166 1.05876
H13 -4.96402 2.73591 -0.90194
H14 -3.50653 2.32396 -0.33384
H15 1.67623 -1.03747 -1.77693
H16 1.17396 -1.32310 -3.25785
O1 0.03933 0.45782 1.43389
O2 1.26886 -2.23062 0.02526
O3 3.14024 -0.17308 -0.25314
O4 -1.97354 -0.23190 -2.40658
O5 -2.74455 -2.37359 3.00126
O6 3.00860 3.42540 1.38888
O7 -4.00080 2.85694 -1.02966
O8 1.40701 -1.75185 -2.44802

Atoms 1-2, force components in eV/Å:
H -1.98 -0.37 1.48
H -0.16 0.02 0.19

Relative energy (zero: lowest compared OMol25 entry of this formula, charge and spin)   81.8 kcal per mole
Electronic energy   -611.452328 Ha
SMILES   O.O.O.O.O.O.O.O
HOMO-LUMO gap   11.2 eV
HOMO   -11.1 eV
Largest force on an atom   4.3 eV/Å

***

(5)
ORCA calculation (wB97M-V/def2-TZVPD) on 8 unconnected molecules or ions with the total composition H16O8.

Cartesian coordinates (Å):
O1 22.91690 7.18039 32.29466
H1 22.22092 6.97719 31.66971
H2 23.72232 7.13762 31.77919
O2 24.03283 12.30200 31.80989
H3 23.15329 12.49760 31.48680
H4 23.90536 11.59008 32.43690
O3 27.39428 17.58209 31.40450
H5 27.07737 16.67890 31.39811
H6 28.28780 17.52530 31.06590
O4 27.39036 14.50468 35.86779
H7 28.00492 14.38571 36.59194
H8 27.84950 14.15608 35.10365
O5 23.05887 15.90236 35.86042
H9 22.83941 16.24146 34.99260
H10 23.76676 15.27782 35.70206
O6 28.60147 12.50603 31.53770
H11 29.03828 12.02535 30.83458
H12 27.67329 12.29868 31.42954
O7 19.71600 13.01740 31.07213
H13 19.24654 13.84561 30.97264
H14 19.28710 12.58567 31.81097
O8 19.94325 10.41335 26.70472
H15 19.83296 10.66968 27.62034
H16 19.06190 10.18033 26.41291

Atoms 1-2, force components in eV/Å:
O -0.02 0.08 0.23
H -0.21 -0.06 -0.13

Relative energy (zero: lowest compared OMol25 entry of this formula, charge and spin)   65.6 kcal per mole
Electronic energy   -611.478050 Ha
SMILES   O.O.O.O.O.O.O.O
HOMO-LUMO gap   11.5 eV
HOMO   -11.2 eV
Largest force on an atom   0.3 eV/Å

***

(6)
ORCA calculation (wB97M-V/def2-TZVPD) on 8 unconnected molecules or ions with the total composition H16O8 at a distorted geometry.

Cartesian coordinates (Å):
H1 -0.42484 -0.09280 0.22048
H2 -0.77239 -0.18097 -1.21138
H3 -3.84120 2.26867 2.83752
H4 -3.39121 0.92191 2.48559
H5 -0.48765 4.72335 -1.09881
H6 0.87595 4.90324 -1.37747
H7 2.43221 0.01649 -2.42894
H8 3.22143 -0.89228 -1.35944
H9 -0.24887 -3.14809 0.19986
H10 1.20407 -2.75994 -0.17835
H11 -3.42344 -1.75830 -2.18976
H12 -3.25818 -3.08797 -1.45957
H13 1.12361 1.12597 -0.96059
H14 1.60374 2.11989 0.08023
H15 3.65349 -1.97348 2.90980
H16 2.38165 -1.25826 2.75559
O1 -0.94813 0.33747 -0.46546
O2 -4.06037 1.30220 2.98712
O3 0.08811 4.42721 -1.72229
O4 2.37771 -0.33204 -1.55743
O5 0.64248 -3.21960 0.43669
O6 -3.02272 -2.64931 -2.21608
O7 1.47766 1.20610 0.00512
O8 2.79689 -1.99946 3.30757

Atoms 1-2, force components in eV/Å:
H 0.11 0.33 0.11
H 0.19 -1.27 -1.91

Relative energy (zero: lowest compared OMol25 entry of this formula, charge and spin)   97.2 kcal per mole
Electronic energy   -611.427777 Ha
SMILES   O.O.O.O.O.O.O.O
HOMO-LUMO gap   10.4 eV
HOMO   -10.4 eV
Largest force on an atom   4.4 eV/Å

***

(7)
ORCA calculation (wB97M-V/def2-TZVPD) on 8 unconnected molecules or ions with the total composition H16O8 at a distorted geometry.

Cartesian coordinates (Å):
O1 -2.21304 1.62000 1.89494
H1 -1.67398 1.98171 2.59836
H2 -1.59875 1.12678 1.35123
O2 2.39660 2.39255 -0.98800
H3 1.61310 2.17908 -1.49475
H4 2.76657 3.15737 -1.42889
O3 -0.81361 2.22108 -1.88989
H5 -0.96134 1.89049 -1.00383
H6 -0.90860 1.45209 -2.45190
O4 -0.43616 0.33562 0.32595
H7 -0.55193 -0.57562 0.59514
H8 0.37376 0.33411 -0.18419
O5 1.38639 -1.44267 -1.61510
H9 2.12641 -1.07300 -2.09670
H10 1.42023 -2.38009 -1.80567
O6 -0.37444 -2.73816 1.61982
H11 -0.69026 -2.79993 2.52130
H12 0.37825 -3.32868 1.58822
O7 -0.88851 -0.44698 -2.72511
H13 -0.09766 -0.84313 -2.35927
H14 -0.83716 -0.63078 -3.66309
O8 0.04550 -0.63337 4.03251
H15 -0.87903 -0.87553 3.97943
H16 0.41765 -0.92294 3.19952

Atoms 1-2, force components in eV/Å:
O -0.66 0.17 0.38
H 0.12 0.10 0.16

Relative energy (zero: lowest compared OMol25 entry of this formula, charge and spin)   46.5 kcal per mole
Electronic energy   -611.508568 Ha
SMILES   O.O.O.O.O.O.O.O
HOMO-LUMO gap   10.3 eV
HOMO   -10.5 eV
Largest force on an atom   1.0 eV/Å

***

(8)
ORCA calculation (wB97M-V/def2-TZVPD) on a molecular structure, H16O8Sn at a distorted geometry.

Cartesian coordinates (Å):
Sn1 1.74100 -22.43300 7.60500
O1 1.72600 -24.89400 8.64100
H1 1.96900 -25.05100 9.54800
H2 0.95400 -25.51200 8.52300
O2 1.84400 -24.55900 5.79400
H3 2.22400 -25.39100 6.13500
H4 1.15900 -24.84400 5.14400
O3 0.36600 -22.14900 5.46800
H5 0.14900 -21.27300 5.11500
H6 0.33700 -22.79700 4.78100
O4 0.46300 -19.99600 7.98000
H7 1.07200 -19.38000 8.34200
H8 -0.18200 -20.16500 8.66400
O5 3.68600 -20.70500 8.23900
H9 3.90700 -20.22100 7.45600
H10 4.49000 -20.85400 8.67900
O6 1.78300 -22.31300 10.17400
H11 1.06000 -22.16300 10.70600
H12 2.49000 -22.56700 10.78900
O7 -0.77100 -22.88900 7.90300
H13 -1.28200 -22.97500 7.09700
H14 -1.27000 -23.29000 8.61500
O8 4.00600 -23.55500 7.48600
H15 4.15600 -23.94400 6.60200
H16 4.85000 -23.13200 7.64600

Atoms 1-2, force components in eV/Å:
Sn -0.23 -0.31 0.16
O -1.56 -0.81 -0.74

Relative energy (zero: lowest compared OMol25 entry of this formula, charge and spin)   0.0 kcal per mole
Electronic energy   -825.279762 Ha
HOMO-LUMO gap   10.7 eV
HOMO   -17.2 eV
Charge   +2
Largest force on an atom   3.5 eV/Å

***

(9)
ORCA calculation (wB97M-V/def2-TZVPD) on a molecular structure, H16O9V at a distorted geometry.

Cartesian coordinates (Å):
O1 0.89141 -1.48807 0.57962
V1 -0.04613 -0.16299 0.55114
O2 -1.44818 -0.73747 3.67151
H1 -1.63122 -0.03736 4.29807
H2 -1.87249 -1.51022 4.04439
O3 -2.92787 2.15911 0.73657
H3 -3.44467 2.39213 1.50783
H4 -3.33828 2.64057 0.01825
O4 0.38762 -4.26857 -3.08960
H5 0.35415 -4.86361 -3.83862
H6 0.58464 -4.83383 -2.34267
O5 -0.47689 0.23991 -2.81719
H7 -0.09042 0.84304 -3.45209
H8 -1.07587 -0.30001 -3.33289
O6 -2.91433 -2.22532 -0.05805
H9 -3.81085 -1.92530 -0.20798
H10 -2.94400 -3.16624 -0.23131
O7 4.52104 0.28459 -1.56167
H11 5.29377 0.84423 -1.63854
H12 4.84801 -0.52287 -1.16504
O8 0.72835 3.45005 -0.46027
H13 0.18696 4.20686 -0.68472
H14 1.62781 3.75350 -0.58321
O9 1.95601 1.56657 3.10227
H15 2.78234 2.00706 2.90378
H16 1.85902 1.65429 4.05049

Atoms 1-2, force components in eV/Å:
O -3.06 4.40 -0.10
V 2.16 -3.76 -0.01

Relative energy (zero: lowest compared OMol25 entry of this formula, charge and spin)   187.5 kcal per mole
Electronic energy   -1629.949850 Ha
HOMO-LUMO gap (spin up / spin down)   2.6 / 3.6 eV
HOMO (spin up / spin down)   -16.1 / -16.1 eV
Charge   +2
Spin multiplicity   2
Largest force on an atom   5.4 eV/Å

***

> Which of these has the lowest electronic energy?

H16O9V